[1]
ORCA calculation (ωB97M-V with the def2-TZVPD basis set) on C3H4CrO3 as an isolated structure.

```
11
Properties=species:S:1:pos:R:3
O -0.140 2.184 -1.054
H -1.282 2.750 -3.248
O 0.060 0.047 -1.110
H 1.353 1.446 -2.254
C -0.258 0.919 -0.301
Cr -2.028 0.103 1.833
H -0.577 1.293 -4.063
H 0.355 2.789 -4.022
O -0.948 0.993 0.710
C 0.295 1.738 -2.222
C -0.367 2.184 -3.452
```

Values from the calculation:
* <S²>: 6.01
* net charge: +2
* LUMO energy (spin up / spin down): -12.52 / -11.40 eV
* ΔE to the lowest compared entry with this formula, charge and spin: 2.529 eV
* E_HOMO (spin up / spin down): -20.0466 / -20.0551 eV
* Kohn-Sham gap (spin up / spin down): 7.53 / 8.66 eV
* spin multiplicity: 5


[2]
ORCA calculation (ωB97M-V with the def2-TZVPD basis set) on C3H4CuLiO3 as an isolated structure.

```
12
Properties=species:S:1:pos:R:3
C -1.238 -1.075 -0.081
O 1.267 0.069 -0.474
H -1.636 0.106 1.734
C -1.736 -0.804 1.140
O 0.032 1.860 -0.654
H -1.171 -2.061 -0.544
O -0.935 -0.070 -0.980
H -2.052 -1.653 1.748
Li 2.179 1.925 -0.762
C 0.219 0.644 -0.870
H 3.688 2.802 -1.041
Cu 1.382 -1.742 0.783
```

Values from the calculation:
* LUMO energy: -2.89 eV
* ΔE to the lowest compared entry with this formula, charge and spin: 0.567 eV
* E_HOMO: -6.1367 eV
* Kohn-Sham gap: 3.25 eV


[3]
ORCA calculation (ωB97M-V with the def2-TZVPD basis set) on one molecule with the formula C3H4F2N2O.

```
12
Properties=species:S:1:pos:R:3
H 0.450 -1.997 -0.035
N 2.030 1.034 0.469
O -0.677 2.122 -0.004
F -1.137 -0.845 1.098
C 1.052 0.173 0.165
H 1.863 -1.645 -0.667
H 1.636 1.923 0.698
C -0.432 0.959 -0.019
N 1.004 -1.160 -0.447
C -1.557 -0.072 -0.199
H -1.494 -0.857 -1.048
F -2.739 0.366 -0.010
```

Values from the calculation:
* LUMO energy: -0.10 eV
* ΔE to the lowest compared entry with this formula, charge and spin: 2.021 eV
* E_HOMO: -9.9997 eV
* structure (SMILES): [H]/N=C(/N)C(=O)C(F)F
* Kohn-Sham gap: 9.90 eV


Across the entries above, max |F| takes the values 6.777; 5.808; 5.711 eV/Å, respectively.